No. 1
Entry from the Open Molecules 2025 dataset: a single C5H14N2O molecule (ωB97M-V/def2-TZVPD).

Structure (XYZ):
```
22
Properties=species:S:1:pos:R:3:mulliken_charge:R:1
C -0.960 1.908 0.626 -0.60
O -1.023 0.909 1.642 -0.57
C -0.619 1.380 -0.755 0.12
C 0.565 0.387 -0.682 -1.02
C 0.128 -1.063 -0.440 -0.68
C 0.512 -2.972 1.092 -0.92
N 0.645 -1.526 0.857 -0.30
N -0.368 2.552 -1.599 -0.74
H -1.939 2.368 0.635 0.33
H -0.218 2.666 0.908 0.31
H -0.423 0.152 1.470 0.44
H -1.455 0.844 -1.204 0.32
H 1.105 0.433 -1.631 0.37
H 1.272 0.716 0.078 0.45
H -0.961 -1.117 -0.354 0.37
H 0.435 -1.716 -1.249 0.53
H 0.189 -3.501 0.199 0.31
H -0.262 -3.146 1.832 0.28
H 1.455 -3.371 1.458 0.30
H 1.621 -1.261 0.904 0.18
H 0.424 3.076 -1.242 0.26
H -0.123 2.284 -2.545 0.26
```

**SMILES**: CNCC[C@H](N)CO
**Frontier orbital gap**: 10.26 eV
**HOMO level**: -9.29 eV

=====

No. 2
Entry from the Open Molecules 2025 dataset: 2 unconnected molecules or ions with the total composition C5H14N2O (ωB97M-V/def2-TZVPD).

Structure (XYZ):
```
22
Properties=species:S:1:pos:R:3:mulliken_charge:R:1
C 1.262 -1.298 0.945 -0.73
C -1.361 0.070 1.080 -1.01
C -0.895 -1.431 -0.737 -1.10
N -0.340 -0.412 0.156 0.15
H -2.155 0.617 0.552 0.32
H -1.746 -1.046 -1.311 0.35
H -0.116 -1.759 -1.422 0.37
H 1.624 -0.569 1.657 0.32
H 2.036 -1.837 0.416 0.29
H 0.569 -2.000 1.404 0.35
H -0.927 0.732 1.826 0.32
H -1.828 -0.774 1.593 0.35
H -1.253 -2.284 -0.154 0.38
C 0.800 1.927 0.258 -1.44
C 0.657 0.681 -0.625 0.99
N 0.056 1.065 -1.881 -0.64
O 1.762 -0.036 -0.772 -0.79
H 0.191 0.354 -2.587 0.29
H -0.929 1.292 -1.787 0.24
H 1.575 2.539 -0.198 0.37
H -0.119 2.514 0.327 0.32
H 1.135 1.657 1.260 0.30
```

**Frontier orbital gap (alpha / beta)**: 8.84 / 8.84 eV
**HOMO level (alpha / beta)**: -8.25 / -8.25 eV

=====

No. 3
Entry from the Open Molecules 2025 dataset: 2 unconnected molecules or ions with the total composition C5H14N2O (ωB97M-V/def2-TZVPD).

Structure (XYZ):
```
22
Properties=species:S:1:pos:R:3:mulliken_spin:R:1
C 0.106 2.351 0.975 0.00
C 0.280 1.715 -0.411 0.02
C 0.516 0.247 -0.497 0.30
C 0.522 -0.372 -1.751 0.23
N 0.688 -1.697 -1.900 0.29
C 0.915 -0.533 0.698 0.02
N -1.031 1.887 1.765 0.00
H 1.034 2.263 1.534 0.00
H -0.048 3.407 0.762 0.00
H -0.587 1.946 -1.035 0.03
H 1.155 2.194 -0.882 0.07
H 0.339 0.187 -2.658 0.02
H 1.430 -2.080 -2.477 0.00
H 0.430 -2.280 -1.112 -0.02
H 0.066 -1.179 0.922 0.04
H 1.194 0.087 1.541 0.00
H 1.808 -1.148 0.553 0.02
H -1.772 1.519 1.173 0.00
H -0.759 1.078 2.315 0.00
H -1.959 -2.839 -0.149 0.00
H -1.099 -3.457 0.926 0.00
O -1.536 -2.630 0.692 0.00
```

**2S+1**: 2
**Net charge**: +1
**Frontier orbital gap (alpha / beta)**: 9.27 / 5.97 eV
**HOMO level (alpha / beta)**: -12.88 / -12.88 eV
**<S²>**: 0.756

=====

No. 4
Entry from the Open Molecules 2025 dataset: 2 unconnected molecules or ions with the total composition C5H14N2O2 (ωB97M-V/def2-TZVPD).

Structure (XYZ):
```
23
Properties=species:S:1:pos:R:3:mulliken_charge:R:1
C -1.704 0.253 -0.084 0.31
C -3.193 0.368 -0.370 -1.27
N -1.544 1.046 1.131 -0.58
O -1.225 -1.087 0.014 -0.55
H -1.914 -1.638 0.405 0.30
H -1.115 0.737 -0.868 0.27
H -1.817 0.517 1.954 0.22
H -0.579 1.325 1.277 0.29
H -3.764 -0.291 0.298 0.33
H -3.411 0.139 -1.409 0.32
H -3.273 1.426 0.159 0.38
C 2.340 -0.265 0.004 0.41
C 2.011 -1.062 -1.260 -1.29
N 1.693 -0.856 1.157 -0.68
C 2.019 1.201 -0.203 -0.16
O 1.342 1.866 0.538 -0.51
H 3.430 -0.297 0.167 0.32
H 1.735 -0.217 1.945 0.30
H 0.712 -1.018 0.942 0.24
H 2.475 1.646 -1.110 0.39
H 0.935 -1.059 -1.428 0.27
H 2.512 -0.640 -2.129 0.41
H 2.335 -2.091 -1.130 0.32
```

**SMILES**: C[C@H](N)C=O.C[C@@H](N)O
**Frontier orbital gap**: 10.01 eV
**HOMO level**: -9.18 eV

=====

No. 5
Entry from the Open Molecules 2025 dataset: 2 unconnected molecules or ions with the total composition C5H14N2O2 (ωB97M-V/def2-TZVPD).

Structure (XYZ):
```
23
Properties=species:S:1:pos:R:3:mulliken_charge:R:1
C -1.827 0.107 0.021 -0.26
C -2.429 0.882 -1.142 -1.30
N -0.436 -0.305 -0.265 0.24
N -0.399 -1.301 -1.296 -0.77
H 0.396 0.521 -0.534 0.51
H -0.210 -2.188 -0.825 0.31
H 0.440 -1.116 -1.839 0.27
H -1.823 0.721 0.919 0.29
H -2.407 -0.793 0.235 0.34
H -2.440 0.271 -2.044 0.33
H -1.855 1.790 -1.337 0.31
H -3.453 1.169 -0.903 0.39
C 2.813 0.346 -0.531 -0.62
C 0.275 0.091 2.203 -1.48
C 0.502 -0.691 0.943 0.96
O 1.600 0.823 -0.021 -0.71
O 1.065 -1.756 0.864 -0.62
H 3.661 0.876 -0.078 0.22
H 2.940 -0.727 -0.309 0.26
H 2.886 0.470 -1.622 0.22
H 0.103 1.146 2.006 0.39
H -0.576 -0.327 2.749 0.37
H 1.174 -0.009 2.807 0.35
```

**Frontier orbital gap**: 9.78 eV
**HOMO level**: -8.93 eV

=====

No. 6
Entry from the Open Molecules 2025 dataset: a single C5H14N2O2 molecule (ωB97M-V/def2-TZVPD).

Structure (XYZ):
```
23
Properties=species:S:1:pos:R:3:mulliken_charge:R:1
C 0.345 0.166 0.347 0.61
C 0.673 1.165 -0.984 -0.23
C -0.627 -0.865 -0.167 0.27
C -0.976 -1.880 1.114 -1.49
C -1.942 -0.308 -0.685 -1.49
N 1.614 -0.340 0.770 -0.57
N 1.405 2.342 -0.594 -0.76
O -0.204 1.007 1.315 -0.54
O 1.460 0.405 -1.869 -0.56
H -0.060 0.599 2.177 0.43
H 1.989 1.023 -2.389 0.35
H -0.227 1.512 -1.509 0.42
H -0.130 -1.475 -0.922 0.33
H 1.787 -0.706 1.700 0.22
H 2.060 -0.889 0.045 0.23
H 0.769 3.006 -0.167 0.28
H 2.099 2.086 0.104 0.26
H -1.566 -1.336 1.849 0.34
H -1.574 -2.699 0.723 0.43
H -0.089 -2.294 1.591 0.36
H -1.810 0.125 -1.674 0.33
H -2.679 -1.105 -0.764 0.44
H -2.317 0.460 -0.012 0.31
```

**SMILES**: CC(C)[C@](N)(O)[C@@H](N)O
**Frontier orbital gap**: 9.48 eV
**HOMO level**: -8.69 eV

=====

The calculation returns the following max |F| values, one per record and in order: 1.05, 2.11, 0.94, 3.08, 0.81, 3.70 eV/A.
The calculation returns the following ΔE to the lowest compared entry with this formula, charge and spin values, one per record and in order: 182.9, 452.3, 58.9, 180.6, 331.1, 128.6 kJ/mol.